# 1
Below is a structure of composition C14H43O11 at a distorted geometry, with properties calculated with ωB97M-V/def2-TZVPD.

Each line ends with the Mulliken charge.
Geometry (Å):
O -0.0936 0.8805 -0.4194  -0.399
H 0.4854 1.1938 -1.1317  0.164
H 0.3675 0.2162 -0.0543  -0.248
H -0.9628 0.4632 -0.9033  -0.667
C -4.1290 0.8845 1.1105  -0.773
C -5.0812 2.0707 1.2060  -0.616
O -6.3399 1.5258 0.7933  -0.435
O -2.7727 1.0872 1.2680  -0.404
H -4.4170 0.3086 0.3038  0.540
H -4.2274 0.0869 1.8607  0.471
H -4.6990 2.8070 0.5954  0.459
H -5.2368 2.4790 2.3766  0.213
H -6.5453 2.0477 0.1811  0.254
H -2.8531 1.3786 2.0819  0.289
C 1.8538 2.5845 0.5948  0.770
C 2.3488 2.5334 2.0189  -0.435
O 3.7411 2.5927 2.2259  -0.576
O 0.5232 2.4034 0.6509  -0.432
H 2.3425 1.8301 0.0145  -1.379
H 2.0638 3.6327 -0.1276  0.382
H 2.0597 1.5259 2.5238  -0.372
H 2.0347 3.3403 2.4095  0.724
H 4.1155 2.7450 3.0252  0.308
H 0.1184 3.3709 0.8514  0.396
C 2.7346 0.0848 -1.8629  -0.326
C 3.8018 0.7294 -0.9692  0.013
O 4.6665 -0.3893 -0.5458  -0.642
O 1.9187 1.1860 -2.3274  -0.500
H 2.1321 -0.9454 -1.5164  -0.153
H 3.2305 -0.1620 -2.8057  0.537
H 3.3253 1.2559 -0.1126  0.434
H 4.3026 1.2556 -1.6630  0.524
H 5.0287 -0.0905 0.3701  0.381
H 2.3471 1.7211 -2.8835  0.300
C -0.4809 -2.7890 -1.8719  -0.321
C 0.4280 -2.7829 -3.1079  -0.833
O -0.2145 -3.5367 -4.1345  -0.533
O 0.0638 -1.9503 -0.8051  -0.108
H -0.4204 -3.8341 -1.5255  0.452
H -1.4222 -2.5529 -2.1002  0.031
H 1.5076 -3.2013 -2.9096  0.456
H 0.6063 -2.0101 -3.7553  0.386
H 0.2476 -4.3053 -4.2371  0.306
H -0.2069 -2.4483 -0.1433  0.064
C -1.8572 0.6804 -1.5055  -0.696
C -2.7455 -0.5722 -1.5423  0.413
C -2.4434 -1.3843 -2.8380  -0.865
O -2.4449 -1.4732 -0.4461  -0.617
H -0.9206 0.5402 -1.5295  0.868
H -1.5937 1.0995 -0.4700  1.085
H -2.4187 1.2579 -2.2474  0.450
H -3.8758 -0.2254 -1.5388  0.384
H -2.8060 -2.4625 -2.8588  0.323
H -1.3954 -1.5746 -2.8459  0.039
H -2.9054 -0.8598 -3.8215  0.345
H -3.0289 -2.2463 -0.3430  0.359
C 0.8875 -0.9288 4.2304  -1.457
C 1.6949 -0.5509 2.9529  0.445
C 2.7121 -1.5195 2.4559  -1.275
O 0.7269 -0.3872 1.9135  -0.205
H 0.0819 0.0424 4.3525  0.219
H 1.6432 -0.7620 5.1541  0.334
H 0.3176 -1.7893 4.2856  0.462
H 2.3519 0.3535 3.0810  0.590
H 3.2745 -1.0934 1.5350  0.156
H 2.6591 -2.5325 2.2163  0.488
H 3.4954 -1.6463 3.3858  0.315
H 0.2973 -1.1889 1.8747  0.136

Values from the calculation:
energy = -1385.7084 Ha
LUMO = -2.16 eV
HOMO energy = -12.59 eV
ΔE to the lowest compared entry with this formula, charge and spin = 321.94 kcal/mol
spin multiplicity = 1
charge = +1

***

# 2
Below is a cluster of 9 separate species, C28H62N13O20S in total at a distorted geometry, with properties calculated with ωB97M-V/def2-TZVPD.

Each line ends with the Mulliken charge.
Geometry (Å):
C -6.7958 0.2984 2.1551  -0.128
C -6.3040 0.6526 1.0983  -0.104
N -5.5221 0.7800 -0.0449  0.096
C -5.4750 0.0641 -1.2381  0.514
N -6.2456 -0.9688 -1.5668  0.012
N -7.2786 -1.5198 -0.8094  -0.688
N -4.5162 0.5101 -2.1321  -0.612
C -3.9226 1.5496 -1.4250  0.514
C -2.7403 2.2945 -2.0841  -0.618
C -1.8884 1.3443 -3.0201  -0.597
C -0.3203 1.4742 -2.7783  -0.534
C 0.3321 0.0360 -2.5949  -0.628
C 1.7857 -0.0850 -3.1929  -0.746
C 2.0624 -1.4491 -3.9200  -0.221
C 3.6219 -1.5198 -4.2132  -0.420
C 4.0893 -3.0046 -4.5204  -0.601
C 4.1780 -3.8358 -3.1872  -0.280
C 5.3895 -3.4352 -2.2601  -0.656
C 6.5428 -4.4910 -2.4180  -0.471
O 7.7680 -3.8676 -2.0056  -0.343
C 8.7037 -4.8310 -1.5043  -0.649
N -4.5256 1.7214 -0.2127  0.141
C -4.1288 2.7740 0.7358  -1.077
C -3.5239 2.2516 2.1004  -0.357
C -4.3838 2.7631 3.3198  -0.407
C -3.8875 2.2621 4.7231  -0.774
S -4.0912 3.5042 6.0633  1.251
O -4.7550 4.7189 5.6342  -0.659
O -2.8062 3.8479 6.6825  -0.613
O -5.0173 2.9025 7.2883  -0.495
H -7.1554 -0.0503 3.1379  0.400
H -6.0570 -1.4023 -2.4734  0.266
H -8.0651 -0.8662 -0.7394  0.287
H -6.9169 -1.7617 0.1224  0.305
H -2.1075 2.7159 -1.2564  0.309
H -3.1305 3.1931 -2.6368  0.318
H -2.1357 1.5778 -4.0884  0.224
H -2.1417 0.2641 -2.8654  0.420
H 0.1131 1.8716 -3.7375  0.296
H -0.0595 2.1709 -1.9448  0.374
H 0.3894 -0.1343 -1.4900  0.217
H -0.3058 -0.7775 -3.0223  0.314
H 2.5254 0.0251 -2.3625  0.330
H 1.9680 0.7381 -3.9306  0.259
H 1.7440 -2.3385 -3.3095  0.355
H 1.5390 -1.5185 -4.9223  -0.089
H 3.8609 -0.8876 -5.1140  0.294
H 4.1839 -1.1854 -3.2992  0.272
H 5.1209 -2.9647 -4.9731  0.119
H 3.4207 -3.5031 -5.2648  0.396
H 4.1743 -4.9308 -3.4366  0.390
H 3.2460 -3.6707 -2.5780  0.136
H 5.0339 -3.4596 -1.1955  0.216
H 5.7842 -2.4259 -2.5243  0.305
H 6.3346 -5.3953 -1.7927  0.349
H 6.5661 -4.8150 -3.4936  0.233
H 9.7413 -4.4822 -1.7297  0.238
H 8.5629 -4.9643 -0.3942  0.249
H 8.5350 -5.8303 -1.9829  0.314
H -3.3578 3.4068 0.2296  0.370
H -4.9699 3.4794 0.9829  0.418
H -2.4963 2.7034 2.1812  0.270
H -3.3724 1.1458 2.0742  0.388
H -5.4252 2.3728 3.1566  0.115
H -4.4480 3.8783 3.3102  0.415
H -4.4330 1.3393 5.0576  0.446
H -2.7892 2.0296 4.6927  0.305
H -4.4680 2.2996 7.8349  0.366
C 1.9514 -7.8547 -2.9575  -0.783
N 2.3157 -6.6280 -2.1990  0.872
O 1.4906 -5.7353 -2.1449  -0.516
O 3.4180 -6.6075 -1.6863  -0.470
H 0.9487 -7.7327 -3.3564  0.316
H 2.6762 -7.9706 -3.7603  0.305
H 1.9940 -8.6925 -2.2651  0.287
C 0.7762 2.8249 4.8225  -0.714
N 0.8738 2.2571 3.4556  0.881
O 0.2246 1.2492 3.2224  -0.522
O 1.5875 2.8383 2.6650  -0.525
H 0.1023 2.2008 5.4021  0.279
H 1.7722 2.8300 5.2591  0.325
H 0.3832 3.8346 4.7237  0.284
C -7.3970 -5.5564 0.6912  -0.719
N -7.5689 -4.3169 1.4947  0.818
O -8.4052 -4.3242 2.3694  -0.497
O -6.8473 -3.3707 1.2122  -0.580
H -8.0974 -6.3039 1.0514  0.307
H -7.5993 -5.3035 -0.3474  0.296
H -6.3705 -5.8920 0.8221  0.295
C -3.1535 5.3764 9.2499  -0.791
N -2.8212 6.5959 10.0334  0.927
O -3.6545 7.4765 10.0861  -0.528
O -1.7261 6.6208 10.5713  -0.576
H -4.1496 5.4908 8.8318  0.310
H -2.4135 5.2802 8.4614  0.362
H -3.1144 4.5297 9.9332  0.293
C 7.3961 -0.7732 -6.6794  -0.765
N 5.9167 -0.6283 -6.6823  0.925
O 5.2676 -1.4864 -7.2488  -0.502
O 5.4570 0.3456 -6.1128  -0.554
H 7.6605 -1.6787 -7.2176  0.318
H 7.8120 0.1042 -7.1703  0.250
H 7.7163 -0.8336 -5.6409  0.303
C 8.0410 3.5399 -5.3771  -0.724
N 8.6146 2.8403 -6.5576  0.898
O 9.8225 2.7184 -6.6074  -0.521
O 7.8248 2.4373 -7.3921  -0.518
H 8.8534 3.8406 -4.7219  0.309
H 7.4968 4.4074 -5.7432  0.294
H 7.3753 2.8409 -4.8747  0.269
C -0.9175 5.5181 13.2968  -0.470
N -1.2560 4.1412 13.7471  0.885
O -2.1992 3.5896 13.2054  -0.534
O -0.5659 3.6623 14.6245  -0.536
H -1.6121 5.8096 12.5162  0.120
H -1.0044 6.1765 14.1583  0.290
H 0.1019 5.4979 12.9183  0.258
C -1.6731 -0.8729 -6.4768  -0.500
N -1.2250 -2.0678 -5.7127  0.949
O -0.2265 -2.6361 -6.1024  -0.526
O -1.8975 -2.3870 -4.7469  -0.550
H -0.9852 -0.7084 -7.3012  0.321
H -2.6765 -1.0759 -6.8441  0.313
H -1.6676 -0.0267 -5.7930  0.026

Values from the calculation:
energy = -3717.6875 Ha
LUMO = -2.95 eV
HOMO energy = -10.59 eV
spin multiplicity = 1
charge = +1

***

no.,frontier orbital gap (hartree)
1,0.383
2,0.281